DFT (ωB97M-V with the def2-TZVPD basis set) results for a structure of composition C46H36Cl4GeN6O3SY.

Its total energy is -181830.595 eV. The HOMO energy comes out at -15.2 eV. Its charge is +3. The calculation puts the energy relative to the best compared isomer or geometry (same formula, charge and spin) at 101.1 kcal per mole. For the gap between HOMO and LUMO, the calculation gives 6.43 eV.

Each line ends with the Mulliken charge.
Positions of all 98 atoms, in Å:
Y -1.350699 0.312477 0.368208  1.479
O 3.468524 1.372498 1.586129  -0.530
S 2.348571 0.588154 1.026701  -0.164
O 2.223291 0.733551 -0.486517  -0.046
N 0.878672 0.767236 1.503660  0.091
C 0.670456 0.917322 2.862166  1.657
C 1.674715 0.738076 3.840263  -0.419
C 1.441473 1.181794 5.201500  -1.184
C 0.417769 2.025355 5.488906  -0.789
C -0.599676 2.109175 4.520839  0.972
C -1.663307 2.991568 4.816861  -0.648
C -2.692538 3.147184 3.927777  -1.366
C -2.633483 2.454316 2.706108  -0.056
N -1.614671 1.676284 2.409081  0.568
C -0.559308 1.480218 3.264147  -0.626
C 2.880775 -1.199746 1.296796  0.782
C 4.251182 -1.523047 0.950737  -0.594
C 4.782082 -2.790776 1.193179  -0.903
C 3.891688 -3.730724 1.657467  -0.491
C 2.622592 -3.425340 2.064812  -0.781
C 2.069874 -2.159309 1.899008  0.257
H 2.682465 0.384783 3.602134  0.424
H 2.286451 1.014525 5.884985  0.394
H 0.334113 2.690944 6.350131  0.390
H -1.609521 3.556043 5.778627  0.400
H -3.448785 3.956067 4.087462  0.372
H -3.443676 2.429559 1.919271  0.448
H 4.899330 -0.625772 0.774849  0.371
H 5.822666 -3.016903 1.269787  0.494
H 4.213313 -4.772688 1.788545  0.395
H 2.068530 -4.237819 2.532287  0.461
H 1.043358 -1.923560 2.125358  0.187
C -2.675202 -2.810046 4.088238  -0.940
C -1.911400 -1.861225 3.452180  -0.265
N -1.790185 -1.755110 2.153448  0.808
C -2.083973 -2.909584 1.408572  -0.346
C -2.996415 -3.841599 1.913179  0.718
C -3.300766 -3.799650 3.319642  -0.782
C -3.517154 -4.774736 0.986076  -0.871
C -2.999922 -4.903080 -0.241540  -0.987
C -1.949317 -4.044237 -0.727588  1.157
C -1.336126 -4.205453 -1.990488  -1.022
C -0.287365 -3.360556 -2.299085  -1.107
C -0.005604 -2.294544 -1.418706  -1.103
N -0.751019 -2.034719 -0.363559  1.553
C -1.568766 -3.001065 0.111369  -0.369
H -2.690106 -2.765488 5.190672  0.484
H -1.439241 -1.050213 4.035677  0.242
H -4.115420 -4.452085 3.684218  0.465
H -4.244721 -5.527769 1.300843  0.445
H -3.453377 -5.686263 -0.869298  0.446
H -1.472319 -5.141965 -2.581678  0.466
H 0.415979 -3.609039 -3.150157  0.472
H 0.905146 -1.678744 -1.597955  0.899
Cl -3.889711 3.019384 -3.771560  0.011
C -2.167030 3.312369 -3.119897  0.532
Cl -1.718653 5.144827 -3.217609  0.003
Cl -0.853038 2.169208 -3.961547  -0.072
C -1.998643 2.879999 -1.731357  -0.017
N -2.002737 2.267053 -0.718959  -0.504
Ge 3.624686 1.479407 -1.574710  0.660
C 3.236570 0.442904 -3.203705  -0.065
C 3.319985 -0.927544 -3.328507  -0.192
C 2.954996 -1.584884 -4.549021  -0.651
C 2.639192 -0.839676 -5.716297  -0.648
C 2.643598 0.576769 -5.599327  -0.891
C 2.869580 1.148112 -4.362437  0.146
C 3.367910 3.410510 -1.757307  -0.070
C 2.221562 3.996688 -2.286836  0.630
C 2.232839 5.365238 -2.573685  -0.410
C 3.327714 6.217836 -2.293325  -0.675
C 4.450424 5.589230 -1.703104  -0.492
C 4.475376 4.286770 -1.386743  -0.859
H 5.004537 1.050690 -1.001933  0.056
H 3.615928 -1.530354 -2.441035  0.383
H 3.015295 -2.673078 -4.622495  0.508
H 2.504191 -1.338786 -6.651532  0.511
H 2.600325 1.187379 -6.466641  0.517
H 2.808755 2.284037 -4.316734  0.341
H 1.325059 3.392872 -2.546870  0.240
H 1.300769 5.767726 -2.918230  0.279
H 3.216274 7.279749 -2.508766  0.432
H 5.377391 6.125841 -1.522572  0.397
H 5.189749 3.958185 -0.703025  0.452
Cl -5.757884 -1.111736 -3.441460  -0.153
C -5.388420 -0.842567 -1.733151  -0.121
C -6.404864 -0.591456 -0.758299  -0.227
C -5.952637 -0.320874 0.558633  -0.899
C -4.570397 -0.171088 0.866189  -0.423
N -3.621038 -0.386402 -0.109830  0.173
C -3.963837 -0.765059 -1.379386  -0.547
H -7.507562 -0.705273 -0.962258  0.448
H -6.577154 -0.217477 1.438227  0.448
H -4.314923 0.086743 1.845586  0.730
H -3.202208 -1.044475 -2.102176  0.604
O -0.596715 0.359891 -1.739432  0.825
H -0.062081 -0.367843 -2.086046  0.004
H -0.862137 1.004855 -2.456199  -0.322

Forces on atoms 1 to 3 (eV/Å):
1.2 -1.6 2.3
-2.6 -0.8 -1.1
3.3 -1.6 0.6

DFT (ωB97M-V with the def2-TZVPD basis set) results for a structure of composition C46H36Cl5CrN2OP2S.

Its total energy is -173749.977 eV. The HOMO energy (spin up / spin down) comes out at -13.4 / -13.4 eV. Its charge is +2. The calculation puts the energy relative to the best compared isomer or geometry (same formula, charge and spin) at 0.0 kcal per mole. For the gap between HOMO and LUMO (spin up / spin down), the calculation gives 6.41 / 8.08 eV. As for the multiplicity: 4.

Each line ends with the Löwdin spin population.
Positions of all 94 atoms, in Å:
Cr -0.960589 1.126133 -0.621656  3.175
Cl -3.197485 2.409765 -0.832366  0.010
C -3.641929 0.750200 -0.418245  0.011
C -2.576618 -0.125923 -0.329347  -0.065
C -2.930361 -1.431071 0.002597  0.008
Cl -1.720694 -2.655414 0.114698  0.004
C -4.254946 -1.801609 0.251688  -0.006
Cl -4.643305 -3.416880 0.670454  -0.004
C -5.280238 -0.853854 0.168375  0.016
Cl -6.898671 -1.288757 0.500871  0.006
C -4.974528 0.457987 -0.185767  -0.005
Cl -6.182453 1.661461 -0.311223  -0.004
C 1.786455 -5.056030 1.757646  0.000
C 2.155754 -3.601530 1.445381  0.000
C 3.642170 -3.358359 1.760026  0.000
C 1.907181 -3.308456 -0.030408  0.000
C 2.242137 -4.201953 -1.044599  0.000
C 2.024724 -3.914221 -2.384753  0.000
C 1.437498 -2.715431 -2.748663  -0.001
C 1.079426 -1.804793 -1.758511  -0.003
P 0.302979 -0.239520 -2.180576  -0.036
C -1.192932 -0.500969 -3.144233  -0.007
C -1.785410 -1.750377 -3.302565  -0.002
C -3.073882 -1.836991 -3.808003  -0.001
C -3.781128 -0.688206 -4.137969  -0.004
C -3.199374 0.561680 -3.976051  0.001
C -1.910432 0.658119 -3.477024  -0.005
C 1.581431 0.539215 -3.214778  -0.006
C 2.903893 0.414849 -2.785925  -0.005
C 3.933032 0.984332 -3.518121  0.001
C 3.651509 1.693416 -4.679795  -0.005
C 2.337600 1.818515 -5.111935  0.000
C 1.302905 1.240765 -4.385892  -0.005
C 1.361729 -2.099002 -0.430385  0.000
O 1.040984 -1.113754 0.463399  0.013
C 0.797707 -1.485041 1.761599  0.000
C 0.047143 -0.580607 2.500405  -0.006
C -0.149554 -0.822414 3.857800  -0.002
C 0.358132 -1.977525 4.424166  0.000
C 1.067472 -2.880896 3.646421  0.000
C 1.309214 -2.657409 2.293991  0.000
P -0.468905 0.974491 1.744595  -0.055
C 0.878840 2.084391 2.252269  -0.007
C 0.748805 3.115612 3.177575  -0.005
C 1.876313 3.814972 3.595732  0.000
C 3.132565 3.473067 3.114934  -0.003
C 3.264758 2.437293 2.197679  0.001
C 2.143109 1.753674 1.758858  -0.002
C -2.038254 1.468926 2.475045  -0.005
C -2.450047 2.800430 2.385106  -0.005
C -3.725627 3.161869 2.787157  0.001
C -4.604986 2.196193 3.256598  -0.008
C -4.209275 0.866739 3.325167  0.001
C -2.933541 0.498434 2.931447  -0.006
H 2.386005 -5.751150 1.173763  0.000
H 0.733521 -5.245821 1.548216  0.000
H 1.980291 -5.295682 2.800822  0.000
H 4.266580 -4.016107 1.155018  0.000
H 3.842816 -3.557408 2.812775  0.000
H 3.924313 -2.325888 1.547306  0.000
H 2.691252 -5.150095 -0.784652  0.000
H 2.305882 -4.631324 -3.142332  0.000
H 1.253723 -2.490601 -3.792016  0.000
H -1.257817 -2.649207 -3.016298  0.000
H -3.530170 -2.808552 -3.938458  0.000
H -4.787437 -0.767860 -4.525320  0.000
H -3.747199 1.457121 -4.235784  0.000
H -1.466281 1.643344 -3.351293  0.001
H 3.135794 -0.156974 -1.893484  0.000
H 4.957329 0.857845 -3.194586  0.000
H 4.454233 2.128059 -5.259654  0.000
H 2.114648 2.345080 -6.029379  0.000
H 0.293351 1.315774 -4.764987  0.000
H -0.695539 -0.114927 4.467824  0.000
H 0.207374 -2.172833 5.475980  0.000
H 1.459970 -3.772451 4.114589  0.000
H -0.211572 3.354987 3.611487  0.000
H 1.771684 4.603782 4.328209  0.000
H 4.008386 3.997302 3.472236  0.000
H 4.244644 2.151093 1.838664  0.000
H 2.254836 0.934614 1.055040  0.000
H -1.788451 3.555033 1.976416  0.000
H -4.036846 4.195249 2.721755  0.000
H -5.602654 2.478509 3.563277  0.000
H -4.896135 0.112353 3.684205  0.000
H -2.643285 -0.543097 2.971709  0.000
N 2.286813 3.567715 -2.054693  0.000
C 1.482075 3.798798 -1.035213  0.008
N 1.913933 4.470299 0.017576  -0.001
S -0.200741 3.370104 -1.104777  0.014
H 3.257653 3.842692 -2.049861  0.000
H 1.932223 3.100789 -2.878847  0.000
H 2.855309 4.822936 0.083220  0.000
H 1.319186 4.550961 0.828656  0.000

Forces on atoms 1 to 3 (eV/Å):
-0.4 -0.1 -0.2
0.1 0.0 0.0
0.0 0.1 0.0